[1]
Computed, not measured: a cluster of 2 separate species, C56H72N3O in total at a distorted geometry, with ωB97M-V/def2-TZVPD.

CARTESIAN COORDINATES (ANGSTROEM)
C (-0.0612, 5.1750, -4.5684)
O (1.2827, 4.6752, -4.3674)
C (1.4595, 3.7365, -3.3979)
C (0.4043, 3.1977, -2.6208)
C (0.6572, 2.1255, -1.7770)
C (1.9683, 1.6427, -1.5843)
C (2.2265, 0.4737, -0.7815)
N (3.2517, -0.3939, -1.1361)
C (3.9492, -0.5006, -2.3981)
C (5.3520, -0.5336, -2.3874)
C (6.2270, -0.6465, -1.1348)
C (7.1041, 0.5931, -0.9394)
C (7.1056, -1.9040, -1.1649)
C (6.0293, -0.4009, -3.6020)
C (5.3411, -0.3669, -4.8061)
C (3.9529, -0.4464, -4.8115)
C (3.2406, -0.5785, -3.6233)
C (1.7500, -0.9196, -3.6911)
C (1.5591, -2.4355, -3.8245)
C (1.0200, -0.1189, -4.7747)
N (3.5229, -1.2519, -0.1306)
N (2.5821, -1.0157, 0.8067)
C (2.7064, -1.7347, 2.0604)
C (3.7706, -1.4460, 2.9440)
C (4.8731, -0.4784, 2.5441)
C (6.2567, -0.8805, 3.0599)
C (4.5206, 0.9686, 2.8787)
C (3.7745, -2.0447, 4.2029)
C (2.8456, -3.0429, 4.5180)
C (1.9344, -3.4674, 3.5498)
C (1.8675, -2.8302, 2.3094)
C (0.9627, -3.3592, 1.1985)
C (-0.4484, -3.6466, 1.6777)
C (1.5715, -4.5815, 0.5115)
C (1.6826, 0.0175, 0.4204)
C (0.5327, 0.3541, 1.1492)
C (3.0426, 2.3041, -2.2605)
C (2.7958, 3.3066, -3.1647)
H (0.0600, 5.9652, -5.3144)
H (-0.7055, 4.3688, -4.9451)
H (-0.4868, 5.5897, -3.6396)
H (-0.6185, 3.5765, -2.7389)
H (-0.1364, 1.6199, -1.2373)
H (5.5535, -0.7406, -0.2774)
H (6.4977, 1.5096, -0.9634)
H (7.6121, 0.5394, 0.0347)
H (7.8632, 0.6602, -1.7345)
H (6.4949, -2.8016, -1.3326)
H (7.8548, -1.8348, -1.9669)
H (7.6297, -2.0224, -0.2071)
H (7.1196, -0.3397, -3.5894)
H (5.8799, -0.3149, -5.7495)
H (3.4142, -0.4126, -5.7595)
H (1.3104, -0.6087, -2.7377)
H (2.1357, -2.9550, -3.0479)
H (0.5032, -2.7145, -3.7158)
H (1.9227, -2.7837, -4.8026)
H (1.2805, 0.9442, -4.7022)
H (1.2660, -0.4683, -5.7881)
H (-0.0690, -0.1981, -4.6476)
H (4.9210, -0.5662, 1.4524)
H (6.4766, -1.9318, 2.8304)
H (7.0304, -0.2631, 2.5825)
H (6.3321, -0.7455, 4.1465)
H (3.5356, 1.2221, 2.4649)
H (4.4850, 1.1076, 3.9697)
H (5.2643, 1.6599, 2.4573)
H (4.5418, -1.7825, 4.9368)
H (2.8527, -3.5159, 5.5009)
H (1.2734, -4.3130, 3.7500)
H (0.8960, -2.5586, 0.4491)
H (-0.9023, -2.7322, 2.0806)
H (-1.0484, -3.9976, 0.8334)
H (-0.4653, -4.4142, 2.4637)
H (2.5838, -4.3644, 0.1538)
H (1.6298, -5.4249, 1.2139)
H (0.9474, -4.8706, -0.3421)
H (0.3770, -0.1691, 2.0918)
H (0.1155, 1.3449, 0.9846)
H (4.0742, 2.0154, -2.0436)
H (3.5862, 3.7758, -3.7525)
C (-9.1650, -0.7563, -1.0832)
C (-7.7317, -0.5963, -0.6500)
C (-7.3359, -0.8419, 0.6665)
C (-5.9872, -0.8505, 1.0562)
C (-5.6645, -1.1394, 2.4916)
C (-4.9807, -0.6549, 0.0794)
C (-3.5139, -1.0944, 0.2515)
C (-3.4389, -2.6178, 0.1575)
C (-2.7169, -0.5377, 1.4636)
C (-2.5371, 0.9221, 1.3259)
C (-3.2426, 1.9065, 2.0802)
C (-3.9705, 2.9854, 1.4642)
C (-3.9516, 3.1393, -0.0215)
C (-4.6962, 3.8911, 2.2295)
C (-4.7368, 3.8218, 3.6263)
C (-5.5138, 4.8385, 4.4127)
C (-3.9971, 2.8052, 4.2459)
C (-3.2798, 1.8620, 3.5176)
C (-2.4715, 0.8549, 4.2733)
C (-5.3868, -0.2806, -1.2169)
C (-4.3764, 0.0194, -2.2927)
C (-6.7370, -0.2553, -1.5675)
H (-9.2912, -0.3765, -2.1036)
H (-9.4702, -1.8141, -1.0808)
H (-9.8493, -0.2105, -0.4220)
H (-8.1061, -1.0760, 1.4071)
H (-5.0804, -2.0657, 2.6090)
H (-5.1141, -0.3120, 2.9676)
H (-6.5837, -1.2689, 3.0840)
H (-2.9729, -0.7180, -0.6356)
H (-4.0839, -2.9861, -0.6510)
H (-2.4172, -2.9403, -0.0790)
H (-3.7675, -3.0804, 1.0952)
H (-3.2199, -0.7931, 2.4081)
H (-1.7264, -1.0348, 1.4598)
H (-2.0504, 1.2008, 0.3905)
H (-4.3939, 4.1154, -0.2895)
H (-2.9154, 3.1230, -0.3903)
H (-4.5333, 2.3468, -0.5316)
H (-5.2144, 4.7086, 1.7159)
H (-5.3565, 4.6989, 5.4893)
H (-5.2224, 5.8662, 4.1455)
H (-6.5949, 4.7453, 4.2282)
H (-3.9786, 2.7761, 5.3432)
H (-2.0470, 1.3080, 5.1885)
H (-3.0579, -0.0254, 4.5894)
H (-1.6369, 0.5077, 3.6525)
H (-4.8921, 0.3658, -3.1970)
H (-3.6694, 0.8065, -1.9879)
H (-3.8032, -0.8795, -2.5683)
H (-7.0215, -0.0088, -2.5927)

Its relative energy (zero: lowest compared OMol25 entry of this formula, charge and spin) is 0.662 eV. The net charge is +1. For the LUMO energy, the calculation gives -4.86 eV. For the frontier orbital gap, the calculation gives 3.60 eV. Its spin multiplicity is 1. The value obtained for the electronic energy is -65749.8826 eV.


[2]
Computed, not measured: a cluster of 10 separate species, C56H82BrClF2N3O32P2Si in total at a distorted geometry, with ωB97M-V/def2-TZVPD.

CARTESIAN COORDINATES (ANGSTROEM)
C (-2.7221, -4.7264, 1.9911)
C (-3.3210, -4.0212, 1.1832)
C (-4.0766, -3.2739, -0.0287)
P (-5.7665, -4.0389, 0.2064)
O (-5.5379, -5.5181, 0.4787)
O (-6.8473, -3.9408, -1.0362)
O (-6.4252, -3.4384, 1.6452)
N (-3.7732, -1.8717, 0.4490)
C (-4.3980, -0.7332, -0.2412)
Br (-6.3661, -0.5611, 0.0969)
C (-3.7922, 0.6909, 0.2391)
C (-4.6053, 1.7984, -0.6226)
C (-2.3150, -1.8730, 0.1124)
N (-1.3446, -1.5483, 0.9302)
C (-1.4244, -1.1322, 2.3352)
F (-2.6207, -0.6133, 2.7863)
F (-1.1725, -2.3057, 3.1202)
C (-0.2159, -0.1518, 2.7117)
C (-0.1461, 1.1638, 1.8189)
Si (-0.0139, 2.8050, 2.8213)
C (1.2443, 4.0173, 2.0203)
C (0.5554, 2.5519, 4.6235)
C (-1.6763, 3.7769, 2.8940)
C (-2.0371, 4.6683, 4.0818)
C (-3.3585, 5.4001, 4.1038)
C (-4.3886, 5.2866, 2.9848)
C (-4.0270, 4.4263, 1.8073)
C (-2.7048, 3.7108, 1.7773)
N (-2.3200, -2.3503, -1.2414)
P (-0.8536, -2.2454, -2.2133)
C (-0.3406, -0.4693, -2.5820)
C (-1.5571, 0.5404, -2.8301)
C (0.6469, -3.0724, -1.4260)
C (1.4362, -4.0693, -2.4188)
C (-3.1690, -3.6167, -1.3365)
C (-3.8253, -3.6621, -2.7675)
C (-4.9432, -2.5837, -3.1038)
C (-5.9431, -3.1418, -4.2345)
Cl (-6.9646, -1.7177, -4.8295)
C (-2.3137, -4.9804, -1.1558)
C (-1.7083, -5.5789, -2.5062)
C (-2.6049, -6.7540, -3.1359)
O (-2.8779, -7.7241, -2.4587)
O (-3.0949, -6.6784, -4.4751)
H (-2.1181, -5.3822, 2.6813)
H (-7.2621, -4.8375, -1.0881)
H (-5.8938, -3.7958, 2.3968)
H (-4.2866, -0.6949, -1.3652)
H (-2.7120, 0.8067, -0.0706)
H (-4.0131, 0.9146, 1.3207)
H (-4.9869, 1.3812, -1.6081)
H (-3.9301, 2.6981, -0.8273)
H (-5.4755, 2.2104, -0.0186)
H (-0.3868, -1.6193, 0.5359)
H (0.7199, -0.7632, 2.4600)
H (-0.2056, 0.0175, 3.8267)
H (-0.9991, 1.3009, 1.0884)
H (0.8119, 1.1171, 1.1936)
H (1.1443, 4.0376, 0.8919)
H (1.0517, 5.0804, 2.3894)
H (2.3077, 3.7390, 2.3119)
H (1.6551, 2.2620, 4.5926)
H (-0.0878, 1.7685, 5.1338)
H (0.3700, 3.5290, 5.1698)
H (-1.3586, 4.8344, 4.9628)
H (-3.6387, 6.0735, 4.9667)
H (-5.3835, 5.8104, 3.0187)
H (-4.7942, 4.3451, 0.9735)
H (-2.4210, 3.0758, 0.8839)
H (0.3489, -0.5228, -3.4913)
H (0.2997, -0.1010, -1.7132)
H (-1.9068, 0.3932, -3.8973)
H (-1.1776, 1.5828, -2.6140)
H (-2.3893, 0.2589, -2.1180)
H (1.3964, -2.2312, -1.2013)
H (0.4444, -3.5498, -0.4051)
H (1.1897, -3.8160, -3.4914)
H (1.3081, -5.1587, -2.1509)
H (2.5518, -3.8501, -2.2930)
H (-3.0335, -3.5038, -3.5773)
H (-4.3292, -4.6876, -2.8698)
H (-4.4147, -1.7011, -3.6094)
H (-5.5053, -2.1505, -2.2297)
H (-6.5731, -4.0060, -3.8798)
H (-5.2720, -3.3967, -5.1187)
H (-1.4052, -4.7926, -0.4910)
H (-2.9705, -5.8200, -0.7389)
H (-0.7449, -6.1165, -2.2024)
H (-1.3944, -4.8245, -3.2828)
H (-3.5513, -5.8031, -4.4995)
C (-7.8764, -3.9100, -8.8636)
C (-7.4182, -2.5854, -8.3260)
O (-6.2817, -2.2919, -9.1285)
C (-6.4201, -2.9839, -10.2933)
O (-5.7229, -2.8309, -11.2486)
O (-7.4526, -3.8665, -10.2228)
H (-8.9570, -4.0366, -8.7970)
H (-7.3888, -4.7549, -8.3690)
H (-8.1634, -1.7974, -8.4654)
H (-7.1448, -2.6304, -7.2717)
C (4.8545, 3.5047, 7.0553)
C (3.3831, 3.2426, 7.1291)
O (2.8449, 4.1853, 6.2033)
C (3.8305, 4.4909, 5.3227)
O (3.6669, 5.1235, 4.3188)
O (5.0300, 3.9850, 5.7261)
H (5.4456, 2.6046, 7.2257)
H (5.1775, 4.2804, 7.7560)
H (3.1144, 2.2275, 6.7979)
H (2.9803, 3.4057, 8.1299)
C (3.3134, -1.5864, 4.2617)
C (4.6967, -1.0285, 4.1060)
O (4.6668, 0.1279, 4.9379)
C (3.6902, -0.0693, 5.8625)
O (3.5090, 0.6351, 6.8150)
O (2.9431, -1.1634, 5.5685)
H (3.2891, -2.6733, 4.1838)
H (2.6084, -1.1631, 3.5405)
H (5.4678, -1.7102, 4.4743)
H (4.9255, -0.7605, 3.0742)
C (3.8046, 8.3848, 7.7368)
C (4.9121, 7.3923, 7.5425)
O (5.0906, 6.8466, 8.8429)
C (3.9176, 7.0235, 9.5156)
O (3.6690, 6.5343, 10.5735)
O (3.0673, 7.8289, 8.8200)
H (3.1768, 8.4891, 6.8517)
H (4.1730, 9.3720, 8.0285)
H (4.6351, 6.5870, 6.8560)
H (5.8316, 7.8587, 7.1881)
C (4.7434, 2.8921, -1.5739)
C (4.5866, 3.2010, -0.1174)
O (3.4829, 2.3810, 0.2635)
C (3.4199, 1.3562, -0.6234)
O (2.7093, 0.3939, -0.4947)
O (4.2581, 1.5533, -1.6703)
H (5.7784, 2.9551, -1.9031)
H (4.1286, 3.5363, -2.2087)
H (5.4610, 2.9113, 0.4692)
H (4.3718, 4.2539, 0.0654)
C (9.0734, 4.1146, 1.8999)
C (10.2480, 3.4759, 1.2191)
O (9.6332, 2.5891, 0.2896)
C (8.3872, 3.0670, 0.0424)
O (7.6641, 2.6549, -0.8178)
O (8.0645, 4.0743, 0.8956)
H (9.2754, 5.1405, 2.2074)
H (8.7308, 3.5451, 2.7680)
H (10.8573, 4.1977, 0.6689)
H (10.8869, 2.9302, 1.9133)
C (-0.9020, -6.7921, 5.2014)
C (-1.1805, -5.7133, 6.2072)
O (0.0307, -4.9662, 6.2167)
C (0.6466, -5.1796, 5.0248)
O (1.6014, -4.5722, 4.6424)
O (0.0345, -6.1741, 4.3232)
H (-1.7974, -7.1008, 4.6607)
H (-0.4372, -7.6737, 5.6498)
H (-1.9992, -5.0556, 5.9012)
H (-1.3989, -6.1123, 7.1976)
C (5.8897, 0.8362, -4.4276)
C (6.4185, -0.1912, -5.3859)
O (6.3575, 0.4794, -6.6384)
C (6.3843, 1.8173, -6.3815)
O (6.5140, 2.6598, -7.2130)
O (6.2437, 2.0655, -5.0485)
H (6.3423, 0.7568, -3.4386)
H (4.8020, 0.7928, -4.3248)
H (7.4579, -0.4610, -5.1791)
H (5.8139, -1.0984, -5.4007)
C (-3.6234, 0.6004, -10.5351)
C (-3.1251, -0.7754, -10.2057)
O (-1.7730, -0.5429, -9.8235)
C (-1.6883, 0.7516, -9.4125)
O (-0.7361, 1.2253, -8.8701)
O (-2.8304, 1.4354, -9.6974)
H (-4.6839, 0.7238, -10.3153)
H (-3.4434, 0.8728, -11.5784)
H (-3.6589, -1.2233, -9.3632)
H (-3.1774, -1.4526, -11.0577)

The net charge is +1. For the LUMO energy, the calculation gives -3.99 eV. For the frontier orbital gap, the calculation gives 6.66 eV. Its spin multiplicity is 1. The value obtained for the electronic energy is -243836.3622 eV.


[3]
Computed, not measured: a cluster of 7 separate species, C56H90BNO21 in total at a distorted geometry, with ωB97M-V/def2-TZVPD.

CARTESIAN COORDINATES (ANGSTROEM)
C (9.9649, 2.4125, 2.1916)
C (9.6614, 0.7773, 2.1680)
O (8.3875, 0.4352, 2.8196)
C (8.5354, 0.3782, 4.3022)
C (7.1447, -0.3615, 4.8465)
O (6.1071, 0.6873, 4.8843)
C (4.7800, 0.0966, 5.1182)
C (4.1519, -0.7296, 3.8484)
C (3.8139, -2.3442, 3.9817)
C (3.1291, -3.2417, 2.7476)
C (2.8325, -4.8259, 3.1210)
N (1.6805, -4.8037, 4.1341)
C (0.3896, -4.3286, 3.5045)
C (2.7465, -2.5516, 1.2734)
B (2.0706, -3.4319, 0.0474)
O (0.6823, -3.0464, -0.3773)
C (2.7930, -4.6579, -0.7777)
C (3.5244, -4.1671, -2.1912)
C (3.0856, -0.9205, 1.1243)
C (3.7704, -0.0461, 2.3751)
C (4.0270, 1.5845, 2.1048)
O (5.1356, 2.2398, 2.4581)
C (2.7772, 2.3395, 1.2889)
C (2.0939, 1.4667, 0.0364)
C (0.8367, 2.1186, -0.7956)
C (0.3261, 3.6186, -0.3184)
C (0.9813, 4.4771, 0.9159)
C (0.4618, 5.9562, 1.4432)
C (-1.1092, 6.2882, 0.9866)
C (-2.2136, 5.7002, 2.0891)
C (-2.4277, 4.0707, 1.8458)
O (-2.9504, 3.6147, 0.6772)
O (-2.0550, 3.0276, 2.8292)
C (-3.2572, 2.3818, 3.4015)
C (-3.2932, 0.7375, 3.1330)
C (2.2617, 3.8254, 1.7513)
C (3.0174, 4.6016, 3.0072)
C (4.2996, 5.5075, 2.4355)
O (4.6962, 6.5841, 3.3575)
C (5.1699, 6.0665, 4.6519)
O (6.4584, 6.1137, 5.0812)
C (2.7264, -0.0531, -0.2600)
O (2.9526, -0.4904, -1.5012)
H (9.3939, 2.8258, 3.1450)
H (11.1323, 2.5841, 2.2971)
H (9.4928, 2.9228, 1.2498)
H (10.5265, 0.1589, 2.6819)
H (9.5676, 0.4960, 1.0138)
H (9.4733, -0.2283, 4.6512)
H (8.5305, 1.5076, 4.6674)
H (7.3150, -0.7044, 5.9618)
H (6.8862, -1.2449, 4.1108)
H (4.7907, -0.5281, 6.1351)
H (4.0259, 0.9967, 5.3335)
H (4.0426, -2.8548, 5.0120)
H (3.7433, -5.3228, 3.6879)
H (2.5055, -5.4817, 2.2088)
H (1.9555, -4.2170, 4.9519)
H (0.1090, -3.2091, 3.8055)
H (0.3609, -4.3853, 2.3341)
H (-0.5113, -5.0059, 3.8859)
H (0.5571, -2.0556, -0.2808)
H (1.9150, -5.3902, -1.1179)
H (3.5213, -5.3123, -0.1199)
H (4.6798, -4.0520, -2.0281)
H (2.9899, -3.1520, -2.4812)
H (3.2651, -4.9336, -3.0589)
H (0.3541, 1.4804, -1.6563)
H (-0.6106, 4.0490, -0.9189)
H (1.2020, 6.8345, 1.2178)
H (0.4106, 5.8651, 2.6323)
H (-1.2281, 7.4613, 0.9973)
H (-1.3584, 5.9293, -0.0989)
H (-3.2845, 6.2044, 1.9642)
H (-1.8788, 5.9576, 3.1987)
H (-3.3426, 2.5576, 4.5626)
H (-4.2133, 2.8102, 2.8739)
H (-4.3730, 0.4234, 2.7340)
H (-3.1167, 0.1323, 4.1230)
H (-2.5247, 0.3872, 2.3161)
H (2.3075, 5.2815, 3.6420)
H (3.5174, 3.8336, 3.7716)
H (3.9281, 5.9830, 1.4067)
H (5.2325, 4.8316, 2.1646)
H (4.4001, 5.6033, 5.4320)
O (4.8556, -6.1160, -5.8156)
C (4.5434, -5.0839, -6.4024)
O (4.2270, -3.9696, -5.7059)
C (4.0259, -2.6701, -6.2892)
C (2.6034, -2.5205, -6.7986)
C (4.4245, -5.0637, -7.8985)
H (4.7725, -2.4650, -7.0613)
H (4.1968, -1.9398, -5.4912)
H (2.3790, -3.2420, -7.5876)
H (2.4397, -1.5136, -7.1924)
H (1.8881, -2.7039, -5.9900)
H (3.4479, -5.4606, -8.1847)
H (5.2114, -5.6994, -8.3183)
H (4.5634, -4.0787, -8.3399)
O (11.4244, -7.6475, -3.6235)
C (10.2084, -7.7770, -3.7306)
O (9.5387, -7.1531, -4.7251)
C (8.1553, -7.3801, -5.0475)
C (7.2499, -6.5336, -4.1704)
C (9.4323, -8.5592, -2.7114)
H (7.9095, -8.4446, -5.0013)
H (8.0242, -7.0770, -6.0916)
H (7.3580, -6.7886, -3.1137)
H (6.2028, -6.6690, -4.4547)
H (7.5080, -5.4738, -4.2677)
H (9.2364, -7.9225, -1.8457)
H (10.0353, -9.4188, -2.4001)
H (8.4953, -8.9665, -3.0864)
O (-5.7548, 6.2543, 1.0111)
C (-6.1384, 5.8046, -0.0648)
O (-7.2677, 6.2748, -0.6395)
C (-7.7040, 5.9502, -1.9714)
C (-8.4744, 4.6419, -1.9839)
C (-5.4094, 4.6674, -0.7193)
H (-6.8644, 5.9502, -2.6719)
H (-8.3711, 6.7592, -2.2873)
H (-7.8532, 3.8042, -1.6586)
H (-8.8498, 4.4261, -2.9880)
H (-9.3228, 4.6929, -1.2933)
H (-5.7357, 3.7273, -0.2687)
H (-4.3357, 4.7983, -0.5477)
H (-5.5401, 4.6212, -1.7987)
O (-10.7026, 4.3387, 2.0214)
C (-9.8037, 4.8587, 2.6760)
O (-9.6743, 4.5906, 3.9945)
C (-8.5593, 4.9992, 4.8065)
C (-8.7503, 6.4179, 5.3126)
C (-8.8861, 5.8656, 2.0459)
H (-7.6140, 4.8670, 4.2730)
H (-8.5300, 4.3169, 5.6626)
H (-8.8028, 7.1361, 4.4910)
H (-7.9269, 6.7051, 5.9724)
H (-9.6917, 6.5014, 5.8658)
H (-9.3765, 6.8417, 2.0403)
H (-8.6848, 5.5551, 1.0151)
H (-7.9161, 5.9455, 2.5330)
O (2.6147, -5.7482, -10.3635)
C (1.5911, -6.4151, -10.2427)
O (1.2526, -6.9380, -9.0432)
C (-0.0045, -7.5746, -8.7538)
C (0.0224, -9.0360, -9.1648)
C (0.7429, -6.7336, -11.4394)
H (-0.8366, -7.0266, -9.2045)
H (-0.1438, -7.5123, -7.6694)
H (0.1766, -9.1504, -10.2402)
H (-0.9155, -9.5290, -8.8945)
H (0.8497, -9.5555, -8.6700)
H (1.1751, -7.5870, -11.9667)
H (0.7372, -5.8623, -12.1031)
H (-0.2988, -6.9393, -11.2009)
O (-13.5894, 4.3671, 6.9751)
C (-13.6649, 3.7229, 5.9328)
O (-14.8241, 3.1232, 5.5815)
C (-15.0708, 2.5035, 4.3069)
C (-14.5535, 1.0760, 4.2907)
C (-12.4513, 3.5178, 5.0737)
H (-14.6648, 3.1069, 3.4903)
H (-16.1574, 2.4898, 4.1715)
H (-13.4719, 1.0367, 4.4397)
H (-14.7905, 0.5917, 3.3394)
H (-15.0056, 0.4980, 5.1035)
H (-11.8611, 2.6934, 5.4800)
H (-11.8535, 4.4353, 5.0921)
H (-12.6781, 3.3252, 4.0268)

Its SMILES is CCOCCOCc1cc(CNC)c(B(O)CC)c2c1C(=O)c1c(ccc(CCCC(=O)OCC)c1CCOC=O)C2=O.CCOC(C)=O.CCOC(C)=O.CCOC(C)=O.CCOC(C)=O.CCOC(C)=O.CCOC(C)=O. Its relative energy (zero: lowest compared OMol25 entry of this formula, charge and spin) is 28.400 eV. The net charge is 0. For the LUMO energy, the calculation gives -1.61 eV. For the frontier orbital gap, the calculation gives 6.95 eV. Its spin multiplicity is 1. The value obtained for the electronic energy is -104667.0247 eV.